20
Properties=species:S:1:pos:R:3:forces:R:3:lowdin_charge:R:1 method="wB97M-V/def2-TZVPD" homo_lumo_gap_ev=9.38 smiles="CN=C(N)N.CC(=O)O"
C -0.19524 0.82971 1.95374 -1.59 1.68 -1.29 -0.138
N -0.23891 -0.16105 0.89829 -1.47 0.65 1.02 -0.031
C -0.37691 -1.40588 1.07845 3.10 -2.22 -1.03 -0.495
N 0.05836 -2.16192 2.21093 -2.00 1.90 -0.22 0.116
N -0.48617 -2.20887 -0.07566 -0.12 0.26 1.43 0.113
H -1.18256 1.37395 1.96401 0.25 -0.94 0.11 0.085
H 0.33482 1.68991 1.51565 0.90 -0.45 0.83 0.070
H -0.04209 0.60574 3.01099 0.76 -0.30 -0.12 0.064
H 0.35059 -1.48906 2.90011 0.36 -0.60 0.44 0.060
H 0.60419 -2.99083 2.08350 0.13 0.04 -0.27 0.080
H -0.63499 -1.65901 -0.91145 -0.28 -0.21 -0.11 0.059
H -1.04360 -3.02950 0.10083 -0.07 -0.05 -0.52 0.083
C -0.05353 2.11046 -2.60445 1.04 -2.39 -1.10 0.016
C 0.54829 0.83371 -1.99729 -1.16 -0.41 0.72 -0.588
O 0.14524 -0.22591 -2.41493 0.32 -0.44 0.07 0.046
O 1.34970 0.95249 -0.93538 0.70 0.07 0.53 0.054
H 0.48256 2.99519 -2.29953 -0.62 0.46 0.16 0.072
H -1.13873 1.92670 -2.47454 0.62 1.00 0.32 0.101
H 0.12004 1.86558 -3.68447 -0.18 0.83 0.66 0.096
H 1.39893 0.14859 -0.31878 -0.69 1.10 -1.62 0.136